Record 1
{
  "formula": "C2H5N3O4",
  "method": "ωB97M-V with the def2-TZVPD basis set",
  "lumo_energy_ev": 0.4,
  "homo_ev": -9.711,
  "smiles": "NN(C(=O)O)C(=O)NO",
  "total_energy_ha": -544.38026,
  "total_charge": 0,
  "symbols": ["C", "C", "N", "N", "N", "O", "O", "O", "O", "H", "H", "H", "H", "H"],
  "xyz": [[0.7573, -0.7318, 0.1837], [-1.5977, -0.2196, -0.6390], [0.5218, -1.9547, -0.2785], [-0.3993, 0.3025, -0.2134], [-0.1457, 1.6750, -0.1208], [-2.5586, 0.6062, -0.9231], [1.7137, -0.3571, 0.8202], [-1.8350, -1.3910, -0.7557], [1.2317, -2.9293, 0.3612], [-0.4488, -2.2982, -0.4447], [0.5361, 1.8259, 0.6637], [-2.3354, 1.5142, -0.5973], [0.5562, 1.9919, -0.9445], [2.0760, -2.4676, 0.6592]],
  "atomic_forces_ev_per_a": [[-2.4, 2.5, -0.6], [0.3, 0.2, 0.4], [-0.8, -0.4, 0.0], [2.7, -2.6, 0.6], [3.0, 1.2, -1.5], [-0.8, 2.8, 0.2], [-0.3, 0.1, -0.4], [-0.1, -1.3, -0.2], [2.6, -0.3, 0.9], [0.7, 1.0, -0.1], [-1.3, -0.5, -0.3], [-0.1, -0.7, -0.5], [-2.3, -1.1, 1.8], [-1.3, -0.8, -0.4]]
}

Record 2
{
  "formula": "C11H15NOS",
  "method": "ωB97M-V with the def2-TZVPD basis set",
  "lumo_energy_ev": [-0.3, -0.3],
  "homo_ev": [-7.613, -7.613],
  "smiles": "CCC/C=N/O[C@H]1C=CC=C/C1=C\\S",
  "total_energy_ha": -956.14075,
  "total_charge": 0,
  "symbols": ["C", "C", "C", "C", "C", "C", "C", "C", "C", "C", "C", "N", "O", "S", "H", "H", "H", "H", "H", "H", "H", "H", "H", "H", "H", "H", "H", "H", "H"],
  "xyz": [[1.7237, -2.5908, 0.4735], [0.8093, -1.6320, 0.4282], [3.1083, -2.3687, 0.2852], [1.1218, -0.1911, 0.2244], [3.5437, -1.0556, -0.0082], [2.6441, 0.0272, 0.0362], [-3.7235, -0.4273, -0.1488], [-3.7069, 0.9977, 0.3977], [-2.6886, 1.7294, -0.4688], [2.9417, 1.3512, 0.0073], [-1.3543, 1.2288, -0.2304], [-0.6842, 0.8702, -1.2390], [0.4909, 0.1333, -1.0697], [4.4244, 2.0703, -0.4721], [1.5327, -3.5903, 0.4139], [-0.2233, -1.8215, 0.6093], [3.8028, -3.2597, 0.3276], [0.7775, 0.4413, 1.0155], [4.6043, -0.8578, -0.2000], [-2.7421, -0.8739, -0.0048], [-3.8047, -0.2694, -1.2042], [-4.5901, -0.9424, 0.1958], [-3.5859, 1.0186, 1.5442], [-4.8813, 1.3581, 0.2671], [-2.9935, 1.5308, -1.4547], [-2.7349, 2.8595, -0.3765], [2.0862, 2.1391, 0.2133], [-0.9560, 1.2219, 0.8032], [5.0577, 0.9030, -0.3650]],
  "atomic_forces_ev_per_a": [[0.3, 1.4, -0.7], [-0.4, 0.5, 0.9], [2.9, 2.7, -0.9], [1.1, -0.9, -1.0], [0.5, -3.6, 0.6], [-2.1, 2.1, 0.6], [0.5, 1.1, 0.2], [-3.3, 0.2, 1.3], [-1.6, 3.0, 1.5], [-2.0, 0.9, 0.1], [1.7, 0.0, 0.7], [0.4, -1.3, 0.3], [0.5, 0.7, -0.2], [0.5, 0.2, 0.3], [-1.4, -2.6, 0.5], [-0.7, -0.5, -0.2], [-0.7, 1.4, -0.2], [-0.4, 0.4, 0.4], [-0.4, -0.3, 0.1], [-0.3, -0.7, 0.3], [-0.3, -0.4, -0.8], [-0.2, -0.9, 0.4], [0.3, 0.2, -1.7], [3.1, -0.3, 0.1], [0.0, -0.2, -1.5], [0.0, -1.1, 0.3], [1.8, -1.8, -0.6], [-0.4, -0.4, -0.5], [0.5, 0.2, -0.2]]
}

Record 3
{
  "formula": "CHClF2O2S",
  "method": "ωB97M-V with the def2-TZVPD basis set",
  "lumo_energy_ev": [-1.8, -3.8],
  "homo_ev": [-12.064, -9.215],
  "total_energy_ha": -1247.17229,
  "total_charge": 0,
  "symbols": ["C", "O", "O", "F", "F", "S", "Cl", "H"],
  "xyz": [[0.1593, -0.5024, 0.0376], [4.9788, -1.5753, -0.0200], [1.4122, -0.5393, -0.3891], [0.0265, -0.3400, 1.4196], [-0.4943, -1.7689, -0.0801], [4.1323, -0.5891, -0.5621], [4.1054, 1.1186, 0.5141], [-0.4498, 0.0620, -0.6392]],
  "atomic_forces_ev_per_a": [[0.0, -4.0, 2.1], [2.0, -1.8, 1.3], [-0.7, 0.9, -0.2], [0.4, 1.1, -1.7], [0.6, 0.6, -0.4], [-2.3, 1.5, -1.4], [0.2, 0.2, 0.3], [-0.2, 1.5, 0.0]]
}

Record 4
{
  "formula": "C21H43Hg2O11S5",
  "method": "ωB97M-V with the def2-TZVPD basis set",
  "lumo_energy_ev": -13.9,
  "homo_ev": -15.584,
  "total_energy_ha": -3950.02565,
  "total_charge": 3,
  "symbols": ["Hg", "Hg", "C", "O", "H", "H", "H", "C", "C", "C", "S", "O", "O", "C", "H", "H", "H", "H", "H", "H", "H", "H", "C", "C", "C", "S", "O", "O", "C", "H", "H", "H", "H", "H", "H", "H", "H", "C", "C", "C", "S", "O", "O", "C", "H", "H", "H", "H", "H", "H", "H", "H", "C", "C", "C", "S", "O", "O", "C", "H", "H", "H", "H", "H", "H", "H", "H", "C", "C", "C", "S", "O", "O", "C", "H", "H", "H", "H", "H", "H", "H", "H"],
  "xyz": [[2.7477, 0.8989, -2.5517], [3.2006, 3.0146, 1.1814], [1.1354, 0.5460, -0.0278], [2.2154, 1.4293, -0.3201], [0.1895, 0.7865, -0.5221], [1.4013, -0.4840, -0.2734], [0.9582, 0.7103, 1.0393], [-2.9898, 0.3197, 1.0179], [-3.9954, -0.8277, 0.7028], [-5.3630, -0.3386, 1.1956], [-5.1300, 0.5853, 2.7036], [-5.2077, -0.2015, 3.9319], [-5.8748, 1.8278, 2.6769], [-3.3971, 0.9679, 2.3659], [-3.2087, 1.1400, 0.3268], [-1.9410, 0.0506, 0.9076], [-3.7650, -1.7092, 1.3038], [-3.9718, -1.0522, -0.3600], [-6.2103, -1.0148, 1.2787], [-5.6552, 0.4637, 0.5106], [-2.7875, 0.5225, 3.1557], [-3.2396, 2.0407, 2.4561], [2.6450, -3.5057, 1.8585], [2.0617, -3.1392, 3.1987], [0.6114, -2.6854, 3.0822], [-0.1118, -3.8270, 1.8326], [-0.8418, -3.0683, 0.8426], [-0.6764, -4.9702, 2.5090], [1.5703, -4.3224, 1.1524], [3.6050, -3.9925, 2.0295], [2.8676, -2.6281, 1.2444], [2.6139, -2.3182, 3.6646], [2.0649, -3.9901, 3.8817], [0.5514, -1.6842, 2.6445], [0.2201, -2.5979, 4.0942], [1.6803, -4.1236, 0.0879], [1.4909, -5.3983, 1.3042], [1.1571, 0.3670, 5.3379], [1.5022, 1.6499, 6.1270], [2.0086, 2.7654, 5.2850], [0.8254, 2.6871, 3.8576], [1.5559, 3.0611, 2.6179], [-0.3827, 3.3902, 4.1594], [0.6134, 0.8470, 3.9617], [0.6432, -0.3181, 6.0049], [2.1159, -0.1023, 5.1020], [2.1467, 1.4850, 6.9898], [0.5364, 1.9654, 6.5380], [3.0215, 2.5533, 4.9268], [2.0164, 3.7758, 5.6897], [1.3237, 0.4396, 3.2391], [-0.3430, 0.4207, 3.6631], [-1.6914, -2.5391, -3.4570], [-0.9465, -3.6155, -2.7375], [0.5289, -3.1753, -2.5110], [0.8436, -2.0842, -3.9244], [1.7921, -2.7933, -4.7277], [1.1111, -0.7452, -3.3942], [-0.8459, -2.1454, -4.6391], [-1.7488, -1.6581, -2.8082], [-2.6935, -2.9329, -3.6197], [-0.8645, -4.5221, -3.3505], [-1.4562, -4.0725, -1.8893], [1.3242, -3.9113, -2.4112], [0.6243, -2.6338, -1.5635], [-0.6987, -2.9355, -5.3803], [-1.0315, -1.2436, -5.2203], [1.8190, 4.9007, -5.8889], [0.9397, 3.6913, -6.5028], [0.2100, 2.9167, -5.3774], [0.6949, 3.6008, -3.7642], [1.1868, 2.5463, -2.8538], [-0.3385, 4.5072, -3.3113], [2.1483, 4.5651, -4.4471], [1.2417, 5.8192, -5.9658], [2.6802, 4.9912, -6.5459], [1.5887, 3.0509, -7.0931], [0.2694, 4.1995, -7.1907], [0.6628, 1.9226, -5.3750], [-0.8684, 2.8269, -5.4719], [2.8525, 3.7250, -4.4595], [2.4614, 5.3324, -3.7451]],
  "atomic_forces_ev_per_a": [[-2.1, -0.2, 0.4], [-1.9, -1.3, -0.3], [-0.5, 0.3, 1.3], [1.9, 0.9, -1.5], [0.3, 0.4, -0.3], [0.1, 0.0, 0.4], [-0.3, -0.7, 0.0], [-1.7, 1.2, -0.2], [0.2, 0.0, 1.4], [-0.2, 0.9, -1.1], [-0.1, 0.6, 2.0], [0.3, 0.2, -1.7], [0.4, -0.8, -0.5], [1.5, -0.8, 0.4], [0.3, -0.3, -0.5], [0.0, -0.2, 0.3], [0.4, -0.2, -0.3], [-0.2, -0.2, 0.0], [0.3, -0.3, 0.1], [-0.3, 0.0, 0.1], [-0.4, -0.1, 0.3], [-0.3, 0.1, -0.3], [-0.2, -0.3, 0.3], [-0.1, 0.7, 0.8], [0.5, 0.4, -0.5], [1.2, -0.2, 1.0], [-0.1, 0.1, -0.1], [0.2, 0.8, -0.7], [-0.6, -0.1, -0.4], [-0.2, -0.4, -0.3], [-0.1, 0.2, 0.1], [0.2, -0.2, 0.2], [0.3, 0.0, -0.1], [0.0, -0.1, -0.3], [-0.8, -0.6, -0.3], [-0.7, -0.2, -0.1], [0.7, 0.0, 0.2], [2.0, 1.3, -0.2], [-1.6, -0.1, 1.5], [0.2, -0.1, -1.6], [-0.1, -1.3, 3.4], [0.7, 0.4, -1.7], [0.5, -0.1, -0.8], [0.5, -0.9, -0.3], [-0.8, 0.1, -0.5], [-0.1, -0.3, 0.1], [0.1, -0.2, -0.1], [0.1, 0.2, 0.3], [-0.1, 0.0, -0.3], [-0.4, -0.1, 0.1], [0.0, 0.3, -0.3], [-0.4, 0.8, 0.2], [-0.3, 0.6, 0.8], [1.5, -2.3, 0.0], [-0.9, 0.9, 1.1], [-0.7, -3.6, 0.7], [0.4, 1.1, -0.6], [1.3, 2.7, 0.5], [1.0, -0.1, -0.9], [-0.4, 0.0, 0.1], [0.0, 0.5, -0.7], [-0.2, 0.3, -0.5], [0.2, 0.8, 0.5], [-0.3, -0.4, -0.8], [-0.3, 0.5, -0.2], [-0.2, -0.2, 0.1], [-0.2, 0.2, 0.4], [-1.3, -0.8, -0.3], [0.4, 1.8, 0.8], [1.2, -0.8, -0.3], [-0.8, 3.4, -3.0], [0.6, -1.0, 0.8], [0.9, -1.2, 0.5], [-0.2, -1.9, 0.2], [0.0, 0.0, 0.1], [0.3, 0.2, 0.4], [-0.1, -0.2, 0.2], [-0.3, -0.4, 0.0], [-0.4, -0.2, 0.1], [0.0, 0.3, 0.2], [0.5, 0.3, 0.1], [-0.2, 0.1, -0.1]]
}